Record 1
The following is a quantum chemistry calculation of a molecular structure, C39H30Cl3N6O4STi, from OMol25.

Output
E_LUMO (spin up / spin down): 2.0 / 2.0 eV
Expectation value of S²: 2.047
E_HOMO (spin up / spin down): -1.28 / -4.04 eV
Frontier orbital gap (spin up / spin down): 3.3 / 6.0 eV

Structure (ORCA input):
```
! wB97M-V def2-TZVPD RIJCOSX def2/J DEFGRID3
* xyz -1 3
Ti -0.918 2.132 0.978
O -0.918 4.024 0.543
C 0.077 4.542 -0.179
C -0.224 5.500 -1.138
C 0.766 6.136 -1.885
C 2.098 5.809 -1.665
C 2.423 4.850 -0.723
C 1.452 4.169 0.044
C 1.877 3.225 1.025
N 0.997 2.383 1.611
N 1.319 1.754 2.773
C 0.212 1.422 3.389
O -0.991 1.769 2.943
C 0.271 0.629 4.623
C -0.912 0.310 5.298
C -0.885 -0.449 6.458
C 0.319 -0.911 6.970
C 1.500 -0.598 6.303
C 1.480 0.158 5.147
H -1.270 5.746 -1.268
H 0.491 6.878 -2.624
H 2.883 6.298 -2.230
H 3.463 4.591 -0.559
H 2.899 3.240 1.398
H -1.844 0.667 4.886
H -1.815 -0.683 6.961
H 0.339 -1.507 7.873
H 2.448 -0.951 6.692
H 2.398 0.403 4.629
O -0.835 1.737 -0.950
C -1.709 1.709 -1.897
C -1.267 1.663 -3.246
C -2.149 1.579 -4.292
C -3.530 1.535 -4.067
C -3.981 1.599 -2.766
C -3.113 1.694 -1.670
C -3.682 1.767 -0.310
N -3.039 1.885 0.840
C -3.982 1.896 1.841
C -5.217 1.783 1.294
N -5.018 1.697 -0.067
H -0.198 1.709 -3.402
H -1.767 1.545 -5.305
H -4.230 1.471 -4.888
H -5.054 1.581 -2.608
H -3.668 1.981 2.867
H -6.196 1.757 1.732
H -5.733 1.633 -0.766
Cl 6.856 -6.263 -1.493
C 5.452 -5.264 -1.219
C 4.253 -5.583 -1.837
C 3.148 -4.777 -1.613
C 3.224 -3.661 -0.781
C 1.996 -2.806 -0.537
C 1.323 -3.101 0.801
N 0.218 -2.183 0.951
C -1.091 -2.399 0.588
C -1.691 -1.177 0.611
N -0.777 -0.223 0.972
C 0.348 -0.856 1.178
O 1.011 -3.028 -1.522
C 0.661 -1.852 -2.257
C -0.493 -2.203 -3.134
C -0.401 -2.891 -4.307
Cl 1.052 -3.469 -5.035
S -1.911 -3.175 -5.050
C -2.719 -2.360 -3.780
C -1.858 -1.902 -2.834
C 4.447 -3.378 -0.182
Cl 4.613 -1.985 0.849
C 5.570 -4.163 -0.390
H 4.187 -6.443 -2.487
H 2.211 -4.993 -2.102
H 2.292 -1.749 -0.532
H 2.008 -3.004 1.643
H 0.928 -4.119 0.788
H -1.446 -3.377 0.324
H -2.714 -0.921 0.395
H 1.270 -0.382 1.480
H 1.521 -1.521 -2.852
H 0.380 -1.048 -1.567
H -3.787 -2.241 -3.804
H -2.153 -1.347 -1.957
H 6.508 -3.914 0.081
*
```

***

Record 2
The following is a quantum chemistry calculation of a molecular structure, C31H49BInN6S3, from OMol25.

Output
E_LUMO: -1.9 eV
E_HOMO: -9.78 eV
Frontier orbital gap: 7.8 eV

Structure (ORCA input):
```
! wB97M-V def2-TZVPD RIJCOSX def2/J DEFGRID3
* xyz 1 1
In 0.426 -0.752 0.069
C -3.683 -4.207 -0.484
C -3.201 -3.719 0.880
C -1.740 -4.082 1.144
C -4.069 -4.356 1.962
N -3.357 -2.226 0.963
C -4.137 -1.579 1.901
C -3.996 -0.256 1.692
N -3.126 -0.080 0.641
B -2.745 1.371 0.238
N -1.768 2.035 1.245
C -1.755 3.409 1.302
C -0.768 3.777 2.136
N -0.164 2.625 2.602
C -0.798 1.565 2.048
S -0.478 -0.126 2.330
C 1.018 2.766 3.527
C 1.694 1.446 3.855
C 2.035 3.658 2.812
C 0.512 3.416 4.813
N -2.231 1.484 -1.225
C -3.162 1.458 -2.237
C -2.504 1.519 -3.406
N -1.154 1.592 -3.122
C -1.003 1.550 -1.776
S 0.500 1.562 -0.894
C -0.174 1.598 -4.270
C 1.251 1.952 -3.868
C -0.203 0.195 -4.872
C -0.656 2.642 -5.279
C -2.737 -1.290 0.212
S -1.642 -1.592 -1.112
H -3.608 -5.294 -0.511
H -3.087 -3.804 -1.298
H -4.728 -3.935 -0.638
H -1.665 -5.153 1.331
H -1.371 -3.558 2.029
H -1.106 -3.841 0.295
H -3.978 -5.436 1.864
H -5.123 -4.103 1.844
H -3.742 -4.085 2.966
H -4.740 -2.100 2.616
H -4.444 0.579 2.198
H -3.764 2.006 0.284
H -2.454 4.003 0.742
H -0.454 4.754 2.444
H 2.066 0.955 2.959
H 1.045 0.760 4.392
H 2.545 1.684 4.494
H 2.289 3.240 1.837
H 2.943 3.710 3.411
H 1.677 4.676 2.670
H -0.234 2.785 5.295
H 0.074 4.397 4.633
H 1.348 3.545 5.500
H -4.214 1.400 -2.032
H -2.882 1.516 -4.409
H 1.709 1.187 -3.251
H 1.309 2.904 -3.342
H 1.823 2.040 -4.792
H 0.086 -0.545 -4.124
H 0.501 0.139 -5.702
H -1.193 -0.063 -5.250
H -0.729 3.625 -4.813
H -1.617 2.395 -5.726
H 0.070 2.701 -6.088
C 2.197 -2.047 -0.081
C 2.939 -1.347 0.988
C 3.689 -0.358 0.406
C 3.532 -0.420 -1.025
C 2.681 -1.446 -1.339
C 2.293 -1.953 -2.695
C 4.221 0.526 -1.956
C 4.575 0.631 1.098
C 2.921 -1.777 2.426
C 1.899 -3.529 -0.001
H 2.805 -2.889 -2.932
H 2.546 -1.237 -3.476
H 1.220 -2.155 -2.769
H 5.304 0.467 -1.835
H 3.934 1.563 -1.762
H 4.000 0.308 -3.000
H 5.622 0.486 0.823
H 4.505 0.548 2.182
H 4.320 1.658 0.824
H 3.897 -1.625 2.888
H 2.690 -2.840 2.509
H 2.183 -1.244 3.028
H 2.830 -4.101 -0.006
H 1.308 -3.859 -0.856
H 1.355 -3.801 0.904
*
```

***

Record 3
The following is a quantum chemistry calculation of 11 unconnected molecules or ions with the total composition C57H78N2O25 in a non-equilibrium geometry, from OMol25.

Output
E_LUMO (spin up / spin down): 1.5 / 1.5 eV
Expectation value of S²: 0.751
E_HOMO (spin up / spin down): 0.21 / -6.42 eV
Frontier orbital gap (spin up / spin down): 1.3 / 7.9 eV

Structure (ORCA input):
```
! wB97M-V def2-TZVPD RIJCOSX def2/J DEFGRID3
* xyz -1 2
C -1.878 1.084 -1.314
O -1.842 0.153 -0.288
C -0.621 -0.119 0.152
C -0.047 0.991 0.959
N 1.148 0.584 1.808
C 2.383 0.178 1.069
C 3.489 1.342 0.745
O 4.501 0.668 -0.022
C 5.852 1.195 -0.057
H -2.047 2.114 -0.997
H -2.546 0.640 -2.052
H -1.064 1.027 -2.036
H 0.022 -0.528 -0.628
H -0.936 -0.991 0.726
H -0.756 1.326 1.717
H 0.385 1.848 0.442
H 1.068 -0.003 2.626
H 2.058 -0.426 0.222
H 3.086 -0.476 1.585
H 4.033 1.510 1.675
H 3.154 2.304 0.355
H 5.595 2.245 -0.198
H 6.443 1.003 -0.952
H 6.282 1.114 0.942
C -10.547 0.288 -6.627
O -9.426 0.784 -7.353
C -9.229 2.166 -7.159
C -7.836 2.524 -7.435
N -6.850 1.718 -6.714
C -6.972 1.730 -5.218
C -6.024 0.681 -4.728
O -4.778 1.038 -4.072
C -4.904 2.069 -3.166
H -10.203 -0.168 -5.699
H -11.102 -0.503 -7.132
H -11.261 1.001 -6.214
H -9.448 2.206 -6.092
H -9.878 2.880 -7.666
H -7.755 3.594 -7.248
H -7.624 2.549 -8.503
H -7.111 0.777 -6.973
H -7.932 1.515 -4.750
H -6.704 2.760 -4.983
H -5.723 -0.069 -5.459
H -6.353 0.010 -3.934
H -5.936 2.346 -2.951
H -4.449 3.018 -3.448
H -4.489 1.750 -2.210
C 0.369 -4.777 5.890
C 0.548 -3.765 5.017
C -0.410 -3.668 4.000
C -1.466 -4.520 3.820
C -1.678 -5.479 4.781
C -0.697 -5.699 5.798
O -0.819 -6.525 6.823
O 0.011 -2.839 2.937
H 0.961 -4.992 6.767
H 1.332 -3.023 5.044
H -2.053 -4.496 2.914
H -2.609 -6.018 4.879
H -1.311 -7.325 6.622
H 0.879 -2.935 2.537
C 6.733 0.538 -5.480
C 5.989 0.851 -4.262
C 4.593 0.918 -4.290
C 3.888 0.638 -5.467
C 4.669 0.276 -6.645
C 6.059 0.284 -6.578
O 6.694 0.079 -7.773
O 3.915 1.414 -3.224
H 7.802 0.632 -5.602
H 6.578 1.154 -3.408
H 2.813 0.673 -5.566
H 4.126 0.045 -7.550
H 6.056 -0.089 -8.470
H 4.476 1.947 -2.656
C -4.721 -3.560 0.562
C -4.224 -2.271 0.530
C -4.942 -1.368 -0.229
C -6.039 -1.757 -0.931
C -6.651 -3.004 -0.846
C -5.999 -3.851 -0.014
O -6.422 -5.152 0.213
O -4.514 -0.143 -0.467
H -4.156 -4.215 1.209
H -3.288 -2.088 1.037
H -6.446 -1.180 -1.748
H -7.578 -3.273 -1.332
H -6.696 -5.594 -0.594
H -3.594 0.014 -0.242
C 0.581 -0.764 8.364
C 0.160 -0.586 7.076
C 1.132 -0.295 6.119
C 2.445 -0.263 6.421
C 2.891 -0.290 7.759
C 1.855 -0.581 8.743
O 2.307 -0.581 10.070
O 0.640 -0.384 4.803
H -0.001 -1.072 9.220
H -0.912 -0.693 7.004
H 3.234 -0.034 5.720
H 3.952 -0.125 7.873
H 1.684 -0.151 10.660
H -0.319 -0.357 4.783
C 1.826 4.712 6.619
C 2.361 4.595 5.335
C 1.896 3.650 4.510
C 0.839 2.856 4.955
C 0.161 3.096 6.156
C 0.811 4.012 7.077
O 0.382 4.213 8.340
O 2.507 3.293 3.301
H 2.121 5.629 7.106
H 3.236 5.171 5.072
H 0.447 2.116 4.273
H -0.772 2.604 6.384
H -0.305 3.574 8.548
H 2.434 2.362 3.079
C -1.715 0.959 -5.725
C -0.772 1.507 -6.608
C 0.267 0.617 -6.936
C 0.254 -0.711 -6.584
C -0.901 -1.296 -5.981
C -1.834 -0.383 -5.445
O -2.980 -0.804 -4.864
O 1.310 1.141 -7.722
H -2.394 1.737 -5.411
H -0.937 2.465 -7.081
H 1.178 -1.230 -6.792
H -1.108 -2.351 -5.876
H -3.549 -0.070 -4.619
H 0.945 1.612 -8.475
C 8.554 -0.167 2.439
C 8.380 -0.187 3.911
O 8.576 -1.543 4.192
C 9.461 -1.995 3.293
O 10.094 -3.041 3.360
O 9.478 -1.193 2.241
H 9.033 0.783 2.198
H 7.694 -0.356 1.797
H 7.328 0.004 4.124
H 9.115 0.466 4.384
C -2.599 -3.033 -2.484
C -1.215 -3.378 -2.844
O -1.205 -4.789 -2.591
C -2.415 -5.239 -2.097
O -2.738 -6.356 -1.763
O -3.225 -4.219 -2.035
H -3.156 -2.612 -3.322
H -2.586 -2.379 -1.613
H -0.403 -2.932 -2.271
H -1.081 -3.348 -3.926
C 5.424 4.002 3.181
C 5.306 3.305 4.433
O 6.616 2.716 4.536
C 7.460 3.147 3.533
O 8.606 2.893 3.411
O 6.749 3.884 2.698
H 5.331 5.084 3.091
H 4.814 3.554 2.396
H 4.503 2.585 4.587
H 5.332 4.133 5.141
*
```

***

Record 4
The following is a quantum chemistry calculation of a molecular structure, C32H42N10O2S3SiTeTi, from OMol25.

Output
E_LUMO: -5.9 eV
E_HOMO: -12.23 eV
Frontier orbital gap: 6.3 eV

Structure (ORCA input):
```
! wB97M-V def2-TZVPD RIJCOSX def2/J DEFGRID3
* xyz 2 1
Ti 0.249 0.040 0.390
C -3.310 1.415 0.840
C -2.299 1.559 1.932
C -2.576 2.188 3.134
C -1.564 2.315 4.079
C -0.301 1.799 3.852
C -0.090 1.144 2.640
N -1.068 1.075 1.724
N 1.030 0.459 2.169
Si 2.532 0.451 3.179
C 2.218 -0.536 4.735
C 4.012 -0.305 2.354
C 2.916 2.243 3.563
H -3.209 2.230 0.120
H -4.319 1.454 1.245
H -3.178 0.466 0.319
H -3.565 2.577 3.320
H -1.768 2.820 5.014
H 0.480 1.899 4.587
H 1.998 -1.579 4.492
H 1.436 -0.139 5.383
H 3.135 -0.549 5.327
H 4.200 0.006 1.328
H 3.980 -1.391 2.385
H 4.868 0.023 2.950
H 2.636 2.548 4.571
H 2.421 2.916 2.860
H 3.990 2.413 3.468
O -3.263 3.941 -4.234
C -2.481 4.567 -3.247
C -1.841 3.512 -2.394
C -1.090 3.875 -1.276
C -0.474 2.898 -0.534
N -0.579 1.595 -0.840
C -1.316 1.234 -1.894
C -1.962 2.167 -2.694
C -1.402 -0.227 -2.132
C -2.346 -0.748 -2.998
C -2.368 -2.117 -3.226
C -3.364 -2.740 -4.159
O -4.270 -1.750 -4.581
C -1.432 -2.898 -2.558
C -0.556 -2.307 -1.673
N -0.528 -0.986 -1.443
H -3.682 4.610 -4.784
H -3.078 5.223 -2.602
H -1.681 5.177 -3.687
H -0.964 4.911 -0.992
H 0.139 3.141 0.325
H -2.532 1.869 -3.559
H -3.060 -0.112 -3.494
H -3.865 -3.565 -3.640
H -2.812 -3.168 -5.006
H -4.933 -2.143 -5.156
H -1.398 -3.971 -2.691
H 0.146 -2.892 -1.095
C 5.347 -3.050 -2.877
C 4.634 -3.012 -1.581
N 5.093 -3.439 -0.449
N 4.097 -3.173 0.440
C 3.032 -2.582 -0.104
S 1.658 -2.154 0.817
N 3.362 -2.497 -1.414
N 2.511 -2.024 -2.400
H 6.260 -3.624 -2.750
H 5.607 -2.043 -3.207
H 4.738 -3.518 -3.651
H 4.203 -3.418 1.411
H 2.294 -2.785 -3.036
H 2.970 -1.273 -2.903
C -3.691 -3.337 2.979
N -2.503 -2.714 3.541
C -2.148 -2.735 4.878
C -0.971 -2.086 4.993
N -0.625 -1.680 3.721
C -1.554 -2.069 2.840
S -1.552 -1.849 1.147
H -4.441 -3.410 3.761
H -3.452 -4.329 2.599
H -4.069 -2.718 2.169
H -2.769 -3.206 5.617
H -0.356 -1.884 5.850
H 0.230 -1.220 3.444
Te 2.518 1.151 -0.639
C 1.855 1.881 -2.488
C 1.882 3.190 -2.878
C 1.414 3.393 -4.207
C 1.040 2.235 -4.811
S 1.252 0.899 -3.765
H 2.239 3.985 -2.240
H 1.376 4.356 -4.693
H 0.658 2.102 -5.809
*
```

***

Record 5
The following is a quantum chemistry calculation of a molecular structure, C3H4OYb in a non-equilibrium geometry, from OMol25.

Output
E_LUMO (spin up / spin down): -5.9 / -6.0 eV
Expectation value of S²: 0.754
E_HOMO (spin up / spin down): -11.71 / -12.61 eV
Frontier orbital gap (spin up / spin down): 5.8 / 6.6 eV

Structure (ORCA input):
```
! wB97M-V def2-TZVPD RIJCOSX def2/J DEFGRID3
* xyz 1 2
C 0.251 0.959 2.420
C 0.878 0.324 1.181
C -0.570 0.211 1.502
H 0.503 0.537 3.401
H 1.530 -0.552 1.290
H 1.190 1.035 0.406
H -1.311 -0.587 1.540
O 0.134 2.463 2.520
Yb -1.070 4.042 1.695
*
```